*i*
C45H90O45 | wB97M-V/def2-TZVPD

XYZ file:
```
180
C45H90O45 wB97M-V/def2-TZVPD
H -0.326 3.695 4.612
C 1.129 -5.301 1.358
H 0.061 5.339 -0.172
H 6.783 -2.368 1.001
O -2.976 1.263 5.416
C -4.849 0.859 -4.250
H 2.426 1.965 -6.613
H 2.899 -4.502 -4.626
H 1.675 -2.712 1.333
O 4.942 2.639 5.208
O -5.783 -5.744 -4.963
H 1.359 -8.567 1.687
O 4.120 -2.183 4.216
H 1.000 3.460 3.552
C 0.372 2.971 -2.116
C 4.416 4.481 8.237
H 1.431 -5.112 -3.673
H 1.399 1.594 1.760
O 4.913 -1.974 0.212
C -2.057 0.510 4.786
H 5.828 -1.226 1.849
H 5.180 -4.350 3.808
C 0.884 5.654 5.775
O -3.920 -3.853 0.250
O 4.452 0.271 0.488
H -3.283 2.472 6.988
C 4.470 -4.978 4.347
O 1.459 4.515 5.293
C 0.411 -0.395 -5.929
O -0.700 -4.285 -6.643
O 2.114 5.893 -0.242
C 1.127 0.584 2.067
O -0.869 -4.175 -4.370
H -5.926 2.109 -0.429
O 3.701 -0.927 -1.329
O -2.983 2.433 -0.615
C 1.849 -4.377 -4.361
C -1.564 0.498 -6.993
H -2.113 0.419 -7.932
H 5.511 0.675 4.801
H -0.971 2.260 1.476
C -3.030 -4.776 0.901
C -4.377 -0.458 -0.573
O 0.680 -4.975 0.257
C 1.796 -1.369 5.666
H 5.627 3.500 0.333
O 2.782 2.552 -4.687
O 0.036 -0.197 -4.793
H -1.602 2.112 6.708
H -6.422 -2.028 -5.530
O -5.462 -3.491 -4.663
H -2.640 -4.283 1.792
H -2.240 0.073 -6.252
O -2.745 -0.497 4.133
H 2.243 -0.584 5.056
H -1.507 -1.338 -1.807
O 1.199 -6.530 1.871
C 0.742 3.481 4.611
C 0.202 -0.290 0.040
H -5.073 0.042 -1.247
H 2.298 0.529 -1.290
H -0.502 2.466 -2.528
H 1.812 8.482 6.245
H -3.041 -4.565 -2.079
H -2.456 -2.239 2.839
H 3.667 0.893 -2.234
O -3.992 -4.901 -3.781
C 1.026 -7.696 1.123
O -0.530 0.619 -0.164
C 5.759 -2.177 1.322
H 2.284 -1.481 -4.509
C -2.479 0.602 -3.653
C -5.618 3.151 -0.512
H -2.847 -3.175 -3.244
O 3.856 4.487 0.039
H -1.755 0.842 -2.874
C 3.549 -2.878 5.026
H -3.370 -0.259 -0.939
C -0.430 -1.409 -1.961
O 4.733 4.021 6.937
O -4.677 0.659 -5.463
H 0.007 -7.930 0.813
H 2.940 3.631 -6.530
O -2.692 3.520 1.394
H 3.365 4.767 8.267
H 4.596 3.769 9.043
C -5.153 -4.803 -4.522
O -0.294 -0.166 -6.983
H 0.492 2.548 -1.119
C 4.518 2.774 6.580
O 3.839 -4.166 5.382
H 1.910 0.311 2.774
O 0.610 3.104 -4.860
O 1.611 2.672 -2.805
H -7.503 -3.385 -5.134
H 4.424 2.502 -0.320
C -1.959 -1.424 3.365
H 5.078 5.326 8.426
C -3.382 3.128 0.286
O -0.356 5.830 5.718
C -7.172 1.427 -4.305
H -0.807 3.744 2.339
H 3.809 0.971 4.536
H 2.965 0.056 -5.017
O -4.451 -1.857 -0.559
H -4.380 -3.406 -2.398
C 0.729 6.198 -0.115
O 1.425 -4.505 2.309
H 1.981 7.851 7.818
H -7.322 2.192 -5.067
H -5.377 3.335 -1.559
H 1.534 -2.632 3.106
C -6.509 -3.114 -5.492
H 0.104 -2.750 2.122
C -0.219 -4.289 -5.437
C -1.281 3.305 1.461
H -6.514 -3.569 -6.483
H -1.435 -2.024 4.109
H -0.865 3.788 0.577
H 0.650 6.697 0.851
C 1.398 7.721 6.906
H -2.539 -0.486 -3.688
C 1.136 -3.091 2.201
C 3.049 2.659 -6.049
H 1.578 -7.643 0.185
O -0.796 0.573 4.832
H 0.602 6.954 -0.890
C 2.986 0.074 -2.002
C 4.352 -0.759 -0.149
C 2.557 4.680 0.322
H -7.888 1.703 -3.531
O 0.306 -1.367 -0.780
H 1.580 -0.862 6.607
O 3.921 1.982 7.244
O -4.597 3.614 0.400
H 0.858 2.552 5.169
O -3.813 1.015 -3.377
H 0.318 7.795 7.033
H 4.447 3.008 1.402
H -2.388 -4.438 -7.830
O 1.626 -0.795 -6.295
H 5.472 -2.966 2.018
H -0.104 -2.337 -2.429
H 3.417 -1.580 -5.798
H 4.917 -5.826 4.866
H 1.694 -3.447 -3.814
C 2.656 -0.928 -5.371
H 0.825 -1.692 5.291
C -2.076 -4.218 -6.809
H -7.491 0.529 -4.833
O 1.832 6.492 6.322
C 1.534 2.805 -4.135
H -2.368 3.247 5.627
H 4.113 2.459 -6.182
C -3.518 -3.923 -2.820
H -3.512 -5.735 1.087
C -2.540 2.337 6.201
H -0.069 -0.648 -2.653
C 4.802 1.404 4.409
H -2.087 1.110 -4.534
O 1.864 3.908 1.035
H 0.219 4.050 -2.102
H 2.398 -0.158 -2.890
H 3.661 -5.310 3.697
C 4.550 3.338 0.368
O 1.090 -0.373 1.030
O 2.607 -2.499 5.922
H -4.511 -0.093 0.445
H 4.977 1.568 3.346
C -3.478 -2.563 0.008
H 0.138 0.592 2.525
H -6.567 3.657 -0.341
H -1.468 1.550 -6.722
H -2.187 -4.974 0.240
H -2.542 -4.960 -6.161
O -5.960 1.214 -3.641
O 1.085 -4.330 -5.538
O -2.399 -2.150 0.450
H -2.478 -3.269 -6.454
H -1.197 -1.043 2.686
```

Properties
2S+1: 1
Kohn-Sham gap (eV): 10.975
Charge: 0
Molecular weight (g/mol): 1351.2
HOMO energy (eV): -10.5

Mulliken population analysis, charges in e, atoms 1 to 2:
1. H -0.14
2. C 0.64

---

*ii*
C45H90O45 | wB97M-V/def2-TZVPD

XYZ file:
```
180
C45H90O45 wB97M-V/def2-TZVPD
C 11.205 -3.217 3.636
H -13.268 2.587 -4.675
O 4.618 -7.894 -0.715
O 7.926 3.540 -0.976
O 9.206 -3.252 -3.738
H -3.909 -3.506 5.836
O 2.134 4.092 -7.939
O -6.403 4.872 -5.735
C -6.051 1.916 6.176
H 1.023 -5.217 -4.714
O 0.023 6.891 6.169
H -9.003 4.387 -0.949
C 8.479 3.651 0.198
H -1.716 12.800 -4.011
H 12.949 -3.148 -2.909
H 7.334 -2.985 -1.371
H -4.794 1.292 -5.478
O -7.190 1.186 5.759
H -3.027 -2.995 4.338
H 1.490 4.424 -5.995
H 6.089 2.621 -1.277
O 0.276 6.182 4.012
H -3.029 13.486 -2.988
C -1.956 -4.825 -3.655
O -11.790 -1.221 -7.636
C -2.128 10.309 -2.862
H 11.949 -2.770 -4.326
H -11.861 3.469 -5.104
O -9.479 -1.059 -7.492
H -9.190 2.464 9.276
C -11.399 -0.950 -10.358
C -2.636 12.589 -3.465
H -9.526 0.768 8.853
C 1.214 3.841 -6.874
O 10.624 -2.697 4.831
C 0.488 -0.780 0.976
H 7.575 -3.200 7.314
C -10.636 -1.008 -8.083
H -1.766 0.850 0.596
H 8.255 -8.000 0.166
H -1.977 7.565 -0.953
H 6.036 3.589 -8.581
H -5.463 2.206 5.305
H 12.178 -2.742 3.510
O 0.743 -1.613 2.041
H -8.633 2.790 -0.473
O -9.164 0.084 6.248
H -4.985 -6.171 -2.875
O -2.157 9.514 -1.754
O -11.826 2.787 -3.125
C -4.324 -5.498 -3.421
O -8.279 1.675 7.629
H -4.750 -3.460 4.469
H 0.135 -3.798 -4.774
O 10.975 -2.577 -2.498
H 8.119 -1.512 7.767
O -2.131 -3.615 -3.882
O 9.149 -2.402 6.342
O 9.037 -1.856 -1.818
C -11.027 3.607 -2.463
O 4.196 -6.931 9.673
H -10.209 2.029 7.799
C -1.815 8.749 5.303
C -9.377 1.772 8.455
O -10.346 -0.823 -9.354
H -13.052 4.216 -3.974
H 8.794 -7.743 -1.527
H -3.375 12.235 -4.183
H 3.581 -8.506 0.939
H 10.598 2.526 1.587
O -11.120 4.837 -2.396
H -10.083 3.496 0.245
H 7.134 -1.692 6.369
O -2.603 11.575 -2.493
H 5.663 3.399 -10.228
C 4.380 -8.105 9.427
O 4.699 -8.642 8.238
O -10.214 2.877 -1.665
H 10.421 4.296 1.751
O 6.706 -7.855 -1.139
C 8.043 -8.202 -0.884
H -3.588 2.033 -6.570
H -5.445 1.200 6.732
H -0.722 8.186 -2.047
H 0.854 4.291 3.626
C 2.013 -1.770 2.533
O 9.773 3.544 0.021
C 5.286 3.148 -9.237
O 8.449 -3.605 4.487
H -2.581 8.097 5.723
H 2.422 -0.843 2.936
H 2.201 5.333 4.180
C -12.546 3.299 -4.274
O 7.872 3.830 1.237
C 7.882 -2.214 6.967
C 11.942 -3.197 -3.324
H -10.956 -0.650 -11.307
C 6.506 3.626 -1.204
H -1.036 0.447 -0.965
O -5.482 2.978 -6.495
H 10.682 -3.022 2.699
H 3.785 -9.609 12.332
C 4.060 -8.756 11.711
H 5.303 2.059 -9.182
H -9.488 -2.056 -5.664
C -0.845 -5.102 7.098
H -4.631 -4.516 -3.059
O 5.935 -9.134 0.645
H -8.319 -0.919 -5.591
O -1.687 9.930 -3.971
C 10.666 3.483 1.069
H -2.446 -0.428 -0.235
H -2.452 9.419 4.727
H 0.229 4.200 -7.173
O -5.412 3.485 -4.207
H -5.047 1.235 -7.227
H 4.072 -8.001 6.356
C -9.307 -1.046 -6.032
H 5.824 -8.394 6.543
C 0.366 -4.613 -4.088
H 1.124 2.773 -6.676
C 5.755 -8.362 -0.303
H 3.348 -6.699 0.390
H 7.227 -1.890 -2.728
C -5.727 3.763 -5.367
C -1.472 0.029 -0.058
H -0.883 -6.124 7.476
H 8.199 -9.279 -0.946
H -6.321 2.803 6.749
C -2.192 -5.522 5.143
H 5.031 -8.421 12.077
H 0.976 4.520 5.230
C 7.618 -1.990 -1.715
C 3.312 3.448 -7.961
O 4.228 -9.065 10.345
H 0.084 -5.107 6.528
H 3.387 -7.927 11.933
H 2.030 -2.539 3.305
O -1.674 -6.612 4.805
H 11.422 -4.279 3.748
H 0.915 -4.288 -3.205
C 1.149 5.084 4.313
C -9.480 3.450 -0.662
H 5.988 4.155 -0.405
H -1.317 9.355 6.060
C -6.326 6.088 -4.931
H -5.416 6.626 -5.196
H -6.190 5.783 -3.893
O -1.071 7.875 4.397
C -4.649 1.837 -6.411
H 2.668 -1.987 1.689
H 6.435 4.077 -2.194
O -0.814 -5.422 -3.757
O -2.877 -5.773 -3.328
H -11.850 -1.942 -10.379
C 9.711 -2.568 -2.841
O -1.897 -4.752 6.219
O -3.407 -5.086 4.658
H -4.618 -5.495 -4.471
O -0.771 -0.955 0.685
O 3.736 2.718 -7.044
C -8.275 0.920 6.497
O 1.210 0.141 0.589
H -7.168 6.754 -5.119
H -10.010 -0.298 -5.664
H 5.099 -6.907 7.184
C 9.293 -2.958 5.163
H -2.210 7.558 -2.697
C -1.796 8.131 -1.867
C -0.166 6.953 4.938
H 2.593 -8.053 -0.376
H -12.298 -0.342 -10.263
C -3.732 -3.700 4.778
H -0.847 -4.466 7.983
H 11.629 3.817 0.682
O 3.998 3.780 -9.039
H 7.274 -1.173 -1.081
C 4.938 -7.972 7.017
C 3.496 -7.753 0.156
H 11.675 -4.253 -3.375
```

Properties
2S+1: 1
Kohn-Sham gap (eV): 10.547
Charge: 0
Molecular weight (g/mol): 1351.2
HOMO energy (eV): -10.6

Mulliken population analysis, charges in e, atoms 1 to 2:
1. C -0.63
2. H 0.24

---

Most stable one: *i*, least stable one: *ii*.

---

*i*
CH6NO2 | wB97M-V/def2-TZVPD

XYZ file:
```
10
CH6NO2 wB97M-V/def2-TZVPD
H 2.582 0.125 -0.701
H 1.273 -1.584 0.052
H -2.935 -0.661 1.145
H 0.283 1.758 -0.269
N 0.760 -0.742 -0.180
H -2.219 0.504 0.498
O 1.085 1.458 -0.714
H -0.256 -0.722 -0.091
O -2.074 -0.397 0.803
C 1.500 0.261 -0.543
```

Properties
2S+1: 1
Kohn-Sham gap (eV): 11.741
Charge: +1
Molecular weight (g/mol): 64.1
HOMO energy (eV): -16.3

Mulliken population analysis, charges in e, atoms 1 to 2:
1. H 0.35
2. H 0.26

---

*ii*
CH6NO2 | wB97M-V/def2-TZVPD

XYZ file:
```
10
CH6NO2 wB97M-V/def2-TZVPD
C -1.453 -0.388 -0.693
O 1.904 0.397 1.107
H 0.115 0.476 0.233
N -0.904 0.365 0.207
H 2.487 -0.016 0.445
H -1.452 0.949 0.844
H 0.115 -1.231 -1.498
O -0.818 -1.083 -1.551
H 2.530 0.800 1.697
H -2.524 -0.269 -0.792
```

Properties
2S+1: 1
Kohn-Sham gap (eV): 11.955
Charge: +1
Molecular weight (g/mol): 64.1
HOMO energy (eV): -16.3

Mulliken population analysis, charges in e, atoms 1 to 2:
1. C 0.36
2. O -0.67

---

Most stable one: *ii*, least stable one: *i*.

---

*i*
C3H4O2S2 | wB97M-V/def2-TZVPD

XYZ file:
```
11
C3H4O2S2 wB97M-V/def2-TZVPD
H -1.740 -0.305 -0.715
S -0.030 1.076 1.696
H -1.005 0.719 -1.783
O -0.950 1.411 0.113
C 0.418 -0.547 -0.723
C 0.331 -0.925 2.190
H 0.360 -1.494 -1.409
S 0.757 -1.609 0.799
H 1.385 -0.053 -0.757
C -0.877 0.273 -0.729
O 1.350 1.452 1.319
```

Properties
2S+1: 1
Kohn-Sham gap (eV): 8.217
Charge: 0
SMILES string: O=S1#CSCCO1
Molecular weight (g/mol): 136.2
HOMO energy (eV): -9.0

Mulliken population analysis, charges in e, atoms 1 to 2:
1. H 0.35
2. S 0.53

---

*ii*
C3H4O2S2 | wB97M-V/def2-TZVPD

XYZ file:
```
11
C3H4O2S2 wB97M-V/def2-TZVPD
H -0.061 -1.671 -0.906
H -1.059 0.495 1.624
C 0.456 0.852 -0.236
O -0.201 0.199 2.032
H 0.538 1.958 -0.231
S 2.308 -0.072 1.582
C -0.997 -1.196 -1.278
H 1.261 0.490 -0.901
C 0.775 0.300 1.158
O -1.885 -1.862 -1.850
S -1.134 0.505 -0.994
```

Properties
2S+1: 1
Kohn-Sham gap (eV): 9.064
Charge: 0
SMILES string: O=CSCC(O)=S
Molecular weight (g/mol): 136.2
HOMO energy (eV): -9.2

Mulliken population analysis, charges in e, atoms 1 to 2:
1. H 0.30
2. H 0.35

---

*iii*
C3H4O2S2 | wB97M-V/def2-TZVPD

XYZ file:
```
11
C3H4O2S2 wB97M-V/def2-TZVPD
H 1.590 -0.486 1.500
H -2.902 0.497 -0.650
C 1.681 -0.513 -0.334
H -0.993 2.165 -0.083
C -1.221 0.109 -0.324
O 2.179 -0.756 0.865
S 0.110 -1.627 -0.589
S 1.230 1.328 -0.533
H 2.367 -0.657 -1.162
C -0.547 1.244 -0.291
O -2.475 -0.191 -0.098
```

Properties
2S+1: 1
Kohn-Sham gap (eV): 8.688
Charge: 0
SMILES string: OC1=CS[C@@H](O)S1
Molecular weight (g/mol): 136.2
HOMO energy (eV): -8.5

Mulliken population analysis, charges in e, atoms 1 to 2:
1. H 0.38
2. H 0.38

---

Most stable one: *ii*, least stable one: *i*.

---

*i*
N2O4 | wB97M-V/def2-TZVPD

XYZ file:
```
6
N2O4 wB97M-V/def2-TZVPD
O 0.418 -0.475 1.286
O -0.151 0.190 -0.821
N -0.339 1.174 0.000
O 0.672 -1.971 -0.326
O -0.986 2.096 -0.411
N 0.386 -1.015 0.271
```

Properties
2S+1: 1
Kohn-Sham gap (eV): 9.158
Charge: 0
SMILES string: O=NO[N+](=O)[O-]
Molecular weight (g/mol): 92.0
HOMO energy (eV): -10.2

Mulliken population analysis, charges in e, atoms 1 to 2:
1. O -0.37
2. O -0.28

---

*ii*
N2O4 | wB97M-V/def2-TZVPD

XYZ file:
```
6
N2O4 wB97M-V/def2-TZVPD
O -1.103 1.130 2.076
N 0.533 -0.651 -0.944
O 0.285 0.375 0.442
O -0.434 -0.583 -1.569
O 1.598 -1.080 -0.887
N -0.879 0.810 0.883
```

Properties
2S+1: 1
Kohn-Sham gap (eV): 8.139
Charge: 0
Molecular weight (g/mol): 92.0
HOMO energy (eV): -9.7

Mulliken population analysis, charges in e, atoms 1 to 2:
1. O -0.35
2. N 1.18

---

Most stable one: *i*, least stable one: *ii*.